Entry 1:
{
  "formula": "C12H23B3O10S",
  "method": "ωB97M-V/def2-TZVPD",
  "species": ["O", "C", "C", "O", "C", "O", "C", "B", "O", "B", "O", "B", "S", "O", "H", "H", "H", "H", "H", "H", "H", "H", "H", "H", "H", "O", "C", "O", "C", "C", "C", "H", "H", "H", "H", "H", "H", "O", "C", "O", "C", "C", "C", "H", "H", "H", "H", "H", "H"],
  "xyz": [[4.577089, -2.834582, 0.884655], [5.142750, -1.646788, 0.337878], [4.385161, -1.139038, -0.895360], [3.941971, 0.209366, -0.729278], [2.799706, 0.330813, 0.031903], [1.668262, 0.045245, -0.777840], [0.432457, 0.520622, -0.236853], [-0.593348, -0.674782, -0.156874], [-1.341799, -1.073057, -1.255057], [-2.602258, -1.596956, -1.041064], [-2.947369, -2.025812, 0.227281], [-2.203178, -1.494731, 1.266123], [-2.999413, -0.919295, 2.824485], [-0.850416, -1.334353, 1.039590], [4.981775, -3.605104, 0.461940], [6.195988, -1.810312, 0.100182], [5.077058, -0.893343, 1.121569], [5.023340, -1.120122, -1.773970], [3.531182, -1.792686, -1.090177], [2.741063, 1.362267, 0.392300], [2.811384, -0.360036, 0.888631], [0.569629, 0.939894, 0.765015], [0.048383, 1.325863, -0.873712], [-3.393201, -1.646648, -1.923772], [-2.662230, 0.354502, 2.580920], [5.459139, -0.660620, -5.402661], [4.298414, -0.439075, -5.218999], [3.732359, -0.532034, -3.994700], [2.311689, -0.314171, -4.068986], [2.102519, 0.475269, -5.358145], [3.237524, -0.048536, -6.233806], [1.818675, -1.289117, -4.096629], [2.010033, 0.205512, -3.165018], [1.108870, 0.338774, -5.779409], [2.247354, 1.538999, -5.164500], [2.956208, -0.948194, -6.785099], [3.641477, 0.677490, -6.934024], [-3.571692, 3.196008, 4.609883], [-4.529238, 2.497614, 4.761044], [-4.439425, 1.145138, 4.754972], [-5.744833, 0.548953, 4.840832], [-6.628576, 1.621467, 5.471846], [-5.979837, 2.902002, 4.953314], [-6.065220, 0.283728, 3.831210], [-5.659961, -0.358540, 5.432823], [-7.677961, 1.510444, 5.208439], [-6.543695, 1.577788, 6.558244], [-6.373833, 3.201348, 3.979951], [-6.043975, 3.748820, 5.630900]],
  "forces_ev_per_a": [[0.1, -0.3, -0.1], [-0.1, -0.2, 0.0], [0.1, 0.1, 0.1], [0.0, 0.1, 0.0], [0.0, 0.0, 0.1], [0.0, -0.1, -0.1], [0.0, -0.1, 0.1], [0.1, -0.7, -0.2], [-0.4, 0.7, 0.1], [0.3, -0.5, 0.0], [-0.3, 0.6, 0.0], [0.2, -0.7, -0.1], [-0.2, -0.3, -0.1], [-0.2, 1.1, 0.2], [-0.2, 0.3, 0.1], [0.0, 0.1, 0.0], [0.1, 0.1, 0.0], [0.0, 0.0, -0.1], [0.0, 0.0, 0.0], [0.0, 0.0, -0.1], [0.0, 0.0, 0.0], [0.1, 0.0, 0.0], [0.0, 0.0, 0.0], [0.1, -0.1, 0.0], [0.2, 0.0, 0.2], [0.0, 0.0, 0.0], [0.0, -0.1, 0.0], [0.0, 0.0, 0.0], [-0.1, 0.1, 0.0], [0.1, 0.0, 0.0], [0.0, 0.1, 0.1], [0.0, 0.0, 0.0], [0.0, 0.0, 0.0], [0.0, 0.0, 0.0], [0.0, 0.0, 0.0], [0.0, 0.0, 0.0], [0.0, -0.1, 0.0], [0.0, 0.0, 0.0], [0.0, 0.0, -0.1], [0.0, 0.0, 0.0], [-0.1, 0.0, 0.0], [0.0, 0.0, 0.0], [0.0, -0.1, 0.1], [0.0, 0.0, 0.0], [0.0, 0.0, 0.0], [0.0, 0.0, 0.0], [0.0, 0.0, 0.0], [0.0, 0.0, 0.0], [0.0, 0.0, -0.1]],
  "mulliken_charge": [-0.539, -0.632, -0.071, -0.426, -0.517, -0.051, -0.562, 0.399, -0.495, 0.548, -0.438, 0.518, -0.303, -0.200, 0.305, 0.343, 0.318, 0.355, 0.218, 0.397, 0.357, 0.325, 0.218, -0.121, 0.080, -0.595, 0.455, -0.199, -0.105, -0.528, -0.479, 0.181, 0.031, 0.360, 0.296, 0.241, 0.308, -0.585, 0.446, -0.288, -0.403, -0.509, -0.368, 0.255, 0.331, 0.316, 0.265, 0.249, 0.299],
  "smiles": "OCCOCOCB1OBOB(S)O1.O=C1CCCO1.O=C1CCCO1",
  "e_lumo_ev": 0.258
}



Entry 2:
{
  "formula": "C12H20B2BeCl4F8N4",
  "method": "ωB97M-V/def2-TZVPD",
  "species": ["Be", "B", "F", "F", "F", "F", "B", "F", "F", "F", "F", "C", "C", "N", "H", "H", "H", "C", "C", "N", "H", "H", "H", "C", "C", "N", "H", "H", "H", "C", "C", "N", "H", "H", "H", "Cl", "C", "C", "Cl", "H", "H", "H", "H", "Cl", "C", "C", "Cl", "H", "H", "H", "H"],
  "xyz": [[-1.750771, 1.385790, 1.741519], [-0.219696, -0.255127, 0.737110], [0.220074, -1.261829, 1.551955], [-1.512919, -0.480921, 0.589797], [0.015327, 0.954974, 1.374218], [0.389114, -0.354128, -0.492843], [-0.045936, 3.109369, 1.621276], [1.169941, 3.018622, 1.001264], [0.016338, 2.241465, 2.652238], [-0.143006, 4.399716, 2.062997], [-1.060027, 2.771024, 0.729159], [2.650276, -2.222876, 2.396488], [2.742834, -3.302233, 1.336372], [2.803748, -4.124467, 0.511263], [3.531807, -1.584334, 2.453620], [2.472310, -2.642197, 3.386737], [1.811505, -1.548455, 2.224122], [-0.788134, -0.770288, -2.806140], [-2.088601, -0.353133, -3.300102], [-3.161585, -0.025032, -3.662757], [-0.838187, -1.667175, -2.188740], [-0.354419, -0.035626, -2.127714], [-0.057199, -1.089370, -3.549119], [-3.937447, 1.377983, -1.796675], [-2.905140, 1.428003, -0.780648], [-2.118408, 1.437777, 0.058919], [-3.541861, 1.719151, -2.753346], [-4.782016, 1.934486, -1.390353], [-4.217041, 0.324531, -1.783639], [1.570298, 1.289976, -1.636981], [1.393125, 2.654077, -1.178426], [1.241490, 3.766539, -0.827912], [2.178445, 1.209822, -2.538000], [0.573622, 0.931806, -1.894772], [1.942589, 0.638341, -0.846501], [-3.520307, -1.642380, 0.003053], [-2.502992, -2.820165, -0.866261], [-1.112570, -2.917932, -0.190373], [-0.089458, -3.933569, -1.196554], [-2.448120, -2.507608, -1.909049], [-2.979223, -3.790125, -0.723240], [-1.302841, -3.404464, 0.766274], [-0.522880, -2.018381, -0.013845], [4.147052, -0.269422, 0.970295], [2.672035, 0.719273, 0.893730], [2.524035, 1.448956, 2.265189], [2.340579, 0.416613, 3.711708], [1.836764, 0.115565, 0.538825], [2.757449, 1.482057, 0.119787], [1.677985, 2.128940, 2.165589], [3.322046, 2.116379, 2.590489]],
  "forces_ev_per_a": [[3.3, 0.7, -3.7], [2.7, -2.1, 0.0], [0.4, -0.1, 1.0], [-2.2, -0.2, 1.5], [-1.6, -4.7, -2.9], [-0.5, -0.9, 1.0], [3.1, 4.7, -0.6], [-0.4, 0.1, 2.2], [-3.4, 2.1, 6.4], [-1.2, 0.4, 0.4], [0.9, 4.2, 2.5], [-0.1, -1.2, -0.1], [0.1, -0.1, -0.2], [-0.1, 1.5, 1.5], [-0.3, -1.1, 0.1], [0.0, -0.4, -0.1], [0.7, -0.7, -0.2], [0.3, -0.5, 0.3], [-2.7, 0.4, -1.5], [3.8, -1.9, 0.0], [-0.4, 0.2, -0.1], [-0.8, -0.5, -1.0], [-0.2, 0.6, -0.5], [-0.1, 0.2, 1.4], [0.1, 0.6, 0.1], [-5.6, -2.5, -1.0], [-0.6, 0.2, 0.4], [0.0, 0.4, -0.2], [-0.2, 0.2, -0.5], [-0.2, 0.2, -1.1], [0.1, 3.8, -1.0], [0.6, -2.4, -4.3], [0.2, 0.3, 0.0], [1.0, 0.9, -0.2], [-0.2, 0.7, -2.1], [-1.9, -0.8, -0.3], [0.9, -0.1, 0.5], [-0.7, -0.2, 0.0], [0.2, -0.6, -0.3], [-0.3, -0.4, 0.2], [-0.1, 0.2, -0.4], [0.4, 0.0, 0.0], [-1.0, -1.5, -0.8], [0.9, 0.9, -1.5], [1.1, 1.1, 2.3], [-0.1, 0.1, -0.1], [-0.3, 0.1, 0.2], [1.0, -0.2, 1.4], [1.0, 0.1, 1.1], [1.7, -1.6, 1.0], [0.6, -0.4, -0.9]],
  "mulliken_charge": [0.387, -0.515, -0.528, 0.304, 0.487, -0.898, 0.430, -0.456, -0.175, -0.443, -0.178, -0.249, 0.246, -0.485, 0.447, 0.472, -0.197, 1.117, 0.480, -0.697, -0.566, -0.711, 0.556, -1.502, 1.070, -0.233, 0.394, 0.390, 0.438, -0.156, 0.416, -0.644, 0.624, -0.559, -0.148, -0.220, -0.484, 0.741, -0.141, 0.379, 0.467, 0.458, -0.972, -0.219, 0.842, 0.688, -0.218, -1.009, 0.645, -0.482, 0.610],
  "e_lumo_ev": -3.966
}



Entry 3:
{
  "formula": "C5H11NO3PS",
  "method": "ωB97M-V/def2-TZVPD",
  "species": ["C", "C", "C", "C", "C", "N", "O", "O", "O", "P", "S", "H", "H", "H", "H", "H", "H", "H", "H", "H", "H", "H"],
  "xyz": [[1.338685, -2.491519, -1.468687], [-0.764135, 0.014306, 0.137668], [0.374311, 0.937773, 0.087373], [0.421792, 2.274651, 0.778498], [1.408133, 0.962439, -1.050366], [0.145890, -2.074612, -1.738457], [-2.129812, 0.805957, 2.549282], [-3.229923, 0.721782, 0.281808], [-2.446786, -1.549604, 1.634505], [-2.248621, 0.158023, 1.221074], [0.537413, -0.366601, 1.324992], [2.261026, -1.784594, -1.772487], [1.621234, -3.176065, -0.718291], [-1.129779, -0.553817, -0.777988], [1.289006, 2.431594, 1.415503], [-0.439267, 2.357030, 1.449270], [0.267232, 2.968590, 0.005697], [2.159421, 1.663464, -0.727933], [1.089017, 1.328150, -2.094764], [1.690716, -0.018309, -1.313190], [-0.500211, -2.735048, -1.372332], [-1.715349, -1.873596, 2.148821]],
  "forces_ev_per_a": [[0.3, 4.3, -0.9], [-1.6, -0.3, 0.0], [1.1, 0.7, 0.0], [-1.9, -0.6, 1.1], [-1.7, 0.7, -1.5], [3.0, -1.0, -1.0], [0.8, 0.2, 0.2], [-1.3, -0.6, -0.9], [-0.6, 1.6, -1.8], [-0.4, -0.5, 1.1], [1.7, -1.8, -0.3], [-2.1, -1.8, 0.3], [0.0, -1.5, 0.6], [1.3, 0.4, 1.3], [0.4, 0.0, -0.5], [0.0, 0.0, 0.0], [0.2, 1.6, -0.8], [0.8, -0.3, 0.0], [-0.4, 0.0, 1.7], [1.0, -0.9, 0.2], [-1.0, -0.5, 0.8], [0.5, 0.3, 0.4]],
  "mulliken_charge": [-0.295, -0.331, 0.911, -1.732, -0.681, -0.479, -0.705, -0.747, -0.589, 0.831, -0.376, 0.181, 0.267, 0.492, 0.344, 0.453, 0.466, 0.394, 0.263, -0.194, 0.252, 0.275],
  "de_lowest_kj_mol": 162.9,
  "e_lumo_ev": 3.055,
  "total_charge": -1
}



Entry 4:
{
  "formula": "H20O10",
  "method": "ωB97M-V/def2-TZVPD",
  "species": ["H", "H", "H", "H", "H", "H", "H", "H", "H", "H", "H", "H", "H", "H", "H", "H", "H", "H", "H", "H", "O", "O", "O", "O", "O", "O", "O", "O", "O", "O"],
  "xyz": [[-0.594996, 0.071156, 0.958399], [-0.226982, 0.156708, -0.505068], [-0.959892, 0.494200, -2.886232], [-1.692962, -0.264918, -2.016680], [-3.729491, -1.560891, -2.677875], [-2.896655, -2.515238, -3.233179], [-1.117342, 4.040932, -0.515122], [0.230738, 3.651065, -0.408998], [-1.162492, 0.151493, 3.680697], [-1.492328, 1.088058, 4.860241], [-1.313079, -2.007533, -1.894158], [-0.685097, -3.268016, -2.551606], [4.771714, -0.115770, -0.416177], [5.057260, -1.537136, -0.704521], [1.828177, 3.352046, 2.963584], [2.010204, 2.813090, 4.362686], [0.963436, -3.972071, -1.234842], [2.467483, -3.807757, -0.699694], [-0.626541, 2.093381, 0.742641], [-1.009320, 1.498770, 2.032937], [0.173707, 0.095561, 0.391493], [-1.849507, 0.062877, -2.885266], [-2.946831, -1.611908, -3.207769], [-0.523080, 3.478127, -0.983108], [-1.184834, 0.265704, 4.668862], [-1.144300, -3.010158, -1.731317], [4.453391, -1.021039, -0.211375], [2.351337, 3.448518, 3.719415], [1.825328, -4.398860, -1.226527], [-0.977047, 2.329609, 1.608560]],
  "forces_ev_per_a": [[-0.2, -0.4, 0.1], [0.6, -0.1, 0.8], [-0.8, 0.7, -1.1], [-1.0, -0.8, 1.3], [-1.1, 0.8, 0.5], [0.6, -4.1, -0.6], [-1.5, 0.6, 0.2], [0.7, -0.3, -0.4], [-0.1, 0.3, 1.8], [-1.4, 3.8, 0.6], [0.3, -2.9, 0.2], [-0.2, 0.1, 0.4], [-0.5, -0.7, 0.4], [0.9, -1.2, -0.8], [-1.3, -0.3, -1.8], [0.1, 0.2, -0.2], [0.0, 0.3, 0.4], [-1.9, -1.2, -1.3], [0.1, 0.3, -0.2], [-0.1, -1.0, 1.1], [-0.3, 0.0, -1.3], [3.9, 3.6, 0.2], [-1.9, 0.4, -0.5], [0.9, -0.3, 0.2], [1.6, -4.1, -2.3], [0.3, 2.2, -0.6], [-0.4, 1.8, 0.4], [1.2, 0.1, 2.0], [1.8, 1.0, 1.0], [-0.1, 1.3, -0.5]],
  "mulliken_charge": [0.309, 0.282, 0.354, 0.218, 0.290, 0.278, 0.324, 0.312, 0.320, 0.305, 0.380, 0.319, 0.312, 0.308, 0.312, 0.321, 0.341, 0.326, 0.492, 0.143, -0.703, -0.588, -0.563, -0.658, -0.601, -0.694, -0.614, -0.627, -0.655, -0.543],
  "smiles": "O.O.O.O.O.O.O.O.O.O",
  "de_lowest_kj_mol": 571.1,
  "e_lumo_ev": -0.372
}



Entry 5:
{
  "formula": "C4H12N3",
  "method": "ωB97M-V/def2-TZVPD",
  "species": ["C", "C", "C", "C", "N", "N", "N", "H", "H", "H", "H", "H", "H", "H", "H", "H", "H", "H", "H"],
  "xyz": [[-2.852102, 0.000727, 0.218523], [2.630684, -0.569649, 0.423688], [1.800678, 0.451656, -0.245030], [0.406826, 0.010707, -0.910429], [-4.132017, -0.013434, 0.125988], [-1.795021, -0.679642, -0.300385], [-0.549516, -0.238773, 0.159160], [-2.543431, 0.787740, 0.971964], [-4.684984, 0.822972, 0.362711], [3.420567, 0.073263, 1.122474], [2.060072, -1.220526, 1.143174], [3.210459, -1.157145, -0.309210], [2.186217, 0.787276, -1.229868], [1.638955, 1.385976, 0.257940], [0.074703, 0.831408, -1.494402], [0.763974, -0.849782, -1.605810], [-4.468798, -0.628689, -0.527915], [-0.401752, -1.083054, 0.756722], [-0.435651, 0.651082, 0.662639]],
  "forces_ev_per_a": [[6.6, 1.8, 1.9], [2.2, 0.8, 2.6], [-2.3, 0.8, -3.3], [4.2, -1.9, -0.2], [-1.2, 0.7, 0.1], [-5.7, 1.1, -0.5], [0.0, -1.6, 0.8], [-0.1, -0.5, -0.8], [0.6, -1.0, 0.0], [-1.8, -2.0, -1.8], [0.6, 0.5, -0.7], [-0.3, 0.1, 0.6], [0.9, -0.1, 0.8], [0.0, 0.4, 0.8], [-0.7, 0.6, -0.5], [-1.7, 1.0, 1.4], [-1.8, -1.6, -1.8], [1.5, 1.2, -0.1], [-0.9, -0.2, 0.8]],
  "mulliken_charge": [0.072, -0.952, -0.591, -0.670, -0.262, -0.950, 0.396, 0.222, 0.285, 0.262, 0.299, 0.306, 0.298, 0.514, 0.354, 0.341, 0.264, 0.363, 0.449],
  "smiles": "CCC[NH2+]/N=C/N",
  "de_lowest_kj_mol": 379.5,
  "e_lumo_ev": -2.980,
  "total_charge": 1
}



Entry 6:
{
  "formula": "C2H4NOP",
  "method": "ωB97M-V/def2-TZVPD",
  "species": ["C", "C", "N", "O", "P", "H", "H", "H", "H"],
  "xyz": [[-2.589375, -0.538775, 0.438548], [0.933197, 1.519313, 0.177207], [-2.010246, -1.539439, 0.340102], [1.588424, -0.755604, -0.878296], [1.625672, 0.840201, -1.083082], [0.369216, 1.103296, 0.993160], [-1.448426, -2.395792, 0.333620], [0.748055, 2.655835, 0.014175], [0.783480, -0.889032, -0.335437]],
  "forces_ev_per_a": [[-0.3, 0.4, 0.0], [-1.8, 3.2, 0.8], [1.1, -1.4, 0.0], [-1.1, -0.9, 0.6], [1.6, 0.5, -2.0], [0.1, -0.2, 0.4], [-0.8, 0.9, 0.0], [0.5, -2.0, 0.5], [0.7, -0.5, -0.2]],
  "mulliken_charge": [-0.172, -0.405, -0.156, -0.449, 0.030, 0.289, 0.339, 0.205, 0.317],
  "de_lowest_kj_mol": 171.6,
  "e_lumo_ev": 0.552
}



Entry 7:
{
  "formula": "C2H4O2S",
  "method": "ωB97M-V/def2-TZVPD",
  "species": ["C", "C", "H", "H", "H", "H", "O", "O", "S"],
  "xyz": [[-1.374689, 0.295869, -0.034708], [-0.035021, -0.608510, 0.261545], [-1.627595, 0.606219, -2.090727], [-2.413657, -0.300973, -0.203604], [-1.336866, 1.151085, 0.952483], [0.746336, 0.915713, -0.625170], [-1.151531, 1.116082, -1.232286], [-0.157127, -1.596582, 1.005040], [1.472456, 0.209238, 0.151498]],
  "forces_ev_per_a": [[0.1, 1.2, 0.2], [-2.9, -2.1, 4.3], [2.1, 2.0, 3.6], [2.8, 1.2, 1.1], [-0.5, -2.8, -2.9], [-0.1, 2.2, -1.7], [-2.3, -2.5, -2.4], [0.0, 1.6, -2.3], [0.9, -0.7, 0.1]],
  "mulliken_charge": [-0.302, 0.518, 0.340, 0.288, 0.219, 0.167, -0.558, -0.505, -0.167],
  "smiles": "O=C(S)CO",
  "de_lowest_kj_mol": 261.3,
  "e_lumo_ev": 0.189
}



Repeat the fifth record exactly.
{
  "formula": "C4H12N3",
  "method": "ωB97M-V/def2-TZVPD",
  "species": ["C", "C", "C", "C", "N", "N", "N", "H", "H", "H", "H", "H", "H", "H", "H", "H", "H", "H", "H"],
  "xyz": [[-2.852102, 0.000727, 0.218523], [2.630684, -0.569649, 0.423688], [1.800678, 0.451656, -0.245030], [0.406826, 0.010707, -0.910429], [-4.132017, -0.013434, 0.125988], [-1.795021, -0.679642, -0.300385], [-0.549516, -0.238773, 0.159160], [-2.543431, 0.787740, 0.971964], [-4.684984, 0.822972, 0.362711], [3.420567, 0.073263, 1.122474], [2.060072, -1.220526, 1.143174], [3.210459, -1.157145, -0.309210], [2.186217, 0.787276, -1.229868], [1.638955, 1.385976, 0.257940], [0.074703, 0.831408, -1.494402], [0.763974, -0.849782, -1.605810], [-4.468798, -0.628689, -0.527915], [-0.401752, -1.083054, 0.756722], [-0.435651, 0.651082, 0.662639]],
  "forces_ev_per_a": [[6.6, 1.8, 1.9], [2.2, 0.8, 2.6], [-2.3, 0.8, -3.3], [4.2, -1.9, -0.2], [-1.2, 0.7, 0.1], [-5.7, 1.1, -0.5], [0.0, -1.6, 0.8], [-0.1, -0.5, -0.8], [0.6, -1.0, 0.0], [-1.8, -2.0, -1.8], [0.6, 0.5, -0.7], [-0.3, 0.1, 0.6], [0.9, -0.1, 0.8], [0.0, 0.4, 0.8], [-0.7, 0.6, -0.5], [-1.7, 1.0, 1.4], [-1.8, -1.6, -1.8], [1.5, 1.2, -0.1], [-0.9, -0.2, 0.8]],
  "mulliken_charge": [0.072, -0.952, -0.591, -0.670, -0.262, -0.950, 0.396, 0.222, 0.285, 0.262, 0.299, 0.306, 0.298, 0.514, 0.354, 0.341, 0.264, 0.363, 0.449],
  "smiles": "CCC[NH2+]/N=C/N",
  "de_lowest_kj_mol": 379.5,
  "e_lumo_ev": -2.980,
  "total_charge": 1
}